{"formula": "CH3Cl3Si", "method": "ωB97M-V with the def2-TZVPD basis set", "elements": ["Cl", "Cl", "Cl", "Si", "H", "H", "C", "H"], "coordinates": [[1.53045, -1.83099, 0.50893], [1.53056, 0.47476, -1.84012], [1.53047, 1.35622, 1.33123], [0.83769, 0.00000, -0.00001], [-1.45573, -0.72270, -0.70923], [-1.45571, -0.25285, 0.98048], [-1.06200, 0.00001, -0.00001], [-1.45573, 0.97556, -0.27128]], "mulliken_charge": [-0.228, -0.228, -0.228, 0.780, 0.279, 0.279, -0.932, 0.279], "e_homo_ev": -11.470, "total_charge": 0, "smiles": "C[Si](Cl)(Cl)Cl", "gap_ev": 12.0358}


{"formula": "CH3ClFOP", "method": "ωB97M-V with the def2-TZVPD basis set", "elements": ["O", "H", "Cl", "H", "P", "C", "H", "F"], "coordinates": [[0.11364, -0.60150, -0.51957], [-1.80022, -0.29902, -1.10839], [2.84665, -0.81914, -0.35258], [-0.98182, 1.03065, -0.08099], [1.22348, -0.68995, 0.68715], [-1.11553, -0.01758, -0.27025], [-1.53419, -0.48117, 0.63458], [1.24799, 1.87771, 1.01005]], "mulliken_charge": [-0.162, 0.218, -0.041, 0.330, 0.624, -0.581, 0.283, -0.671], "e_homo_ev": [-10.243, -10.247], "total_charge": 0, "gap_ev": [8.4281, 8.4329]}


Q: What is the formula in the second record?
A: CH3ClFOP